{
  "formula": "C22H35ClO2P2Ti",
  "method": "the ωB97M-V functional and the def2-TZVPD basis",
  "e_lumo_ev": [0.50, 0.38],
  "mol_weight_g_mol": 476.8,
  "max_force_ha_per_bohr": 0.0588,
  "gap_ev": [5.9, 7.9],
  "e_above_lowest_ev": 0.000,
  "spin_multiplicity": 3,
  "elements": ["P", "P", "C", "C", "H", "H", "H", "H", "C", "H", "H", "H", "C", "H", "H", "H", "C", "H", "H", "H", "C", "H", "H", "H", "Ti", "C", "C", "C", "C", "C", "C", "C", "C", "C", "H", "H", "H", "H", "H", "H", "H", "H", "H", "H", "H", "H", "H", "H", "H", "Cl", "C", "C", "C", "C", "C", "C", "C", "O", "O", "H", "H", "H", "H"],
  "coordinates": [[1.11784, 1.35967, -0.50058], [-1.23488, -0.44941, 0.32431], [1.53610, -0.39689, -0.13087], [0.30728, -1.29769, -0.24617], [1.96428, -0.41984, 0.88314], [2.32430, -0.70887, -0.83254], [0.14270, -1.60870, -1.28897], [0.45260, -2.20892, 0.35005], [-1.34437, -0.99531, 2.06118], [-2.33709, -0.73270, 2.45233], [-0.58765, -0.48289, 2.67045], [-1.19525, -2.08411, 2.12323], [-2.60516, -1.30182, -0.48948], [-2.55657, -2.38527, -0.31021], [-2.57283, -1.10637, -1.56853], [-3.55043, -0.90392, -0.09836], [2.47289, 2.37109, 0.15854], [2.38397, 3.39099, -0.23887], [3.44204, 1.94180, -0.12933], [2.38617, 2.43060, 1.25282], [1.30378, 1.42508, -2.31439], [0.49898, 0.84479, -2.79091], [2.28156, 0.99764, -2.58336], [1.24148, 2.46561, -2.65995], [-1.12338, 2.03938, 0.40259], [1.92821, -4.68940, -0.30564], [1.95674, -4.35982, 0.98837], [3.17470, -4.31824, 1.86574], [4.51379, -3.96388, 1.17065], [4.47449, -2.73241, 0.31200], [4.14139, -2.66725, -0.98545], [3.78238, -3.82665, -1.86708], [3.10230, -5.03688, -1.17732], [-0.49482, 3.68704, -0.79225], [0.95596, -4.79555, -0.80545], [1.01070, -4.22100, 1.52618], [3.31286, -5.28796, 2.37794], [3.00038, -3.58070, 2.66439], [5.23611, -3.76690, 1.98044], [4.89696, -4.84483, 0.64025], [4.82691, -1.82389, 0.81360], [4.24787, -1.71382, -1.51301], [4.68006, -4.20361, -2.39038], [3.10780, -3.46270, -2.65796], [2.72130, -5.67769, -1.99001], [3.85980, -5.63724, -0.65746], [-1.39474, 3.81915, -1.41837], [0.38109, 3.73008, -1.45186], [-0.45015, 4.53857, -0.08668], [-7.58000, 6.93386, -0.29447], [-6.46728, 5.73013, 0.19495], [-5.32617, 6.09670, 0.92396], [-4.37399, 5.13022, 1.23239], [-4.53825, 3.82244, 0.77624], [-5.70320, 3.43704, 0.11084], [-6.68313, 4.38946, -0.16124], [-3.36784, 2.93160, 0.79147], [-2.47210, 2.92338, 1.73320], [-3.06607, 2.21441, -0.24949], [-5.18927, 7.12828, 1.24075], [-3.49678, 5.40270, 1.81414], [-5.85081, 2.40126, -0.18385], [-7.60558, 4.11015, -0.66566]],
  "mulliken_charge": [1.08, 1.33, -0.09, -0.65, 0.35, -0.23, 0.35, -0.24, -1.43, 0.40, 0.34, 0.40, -1.33, 0.40, 0.34, 0.38, -1.26, 0.38, 0.38, 0.32, -1.40, 0.32, 0.40, 0.47, -0.20, -0.14, -0.46, -0.63, -0.93, -0.21, -0.54, -0.64, -0.95, -1.57, 0.35, 0.47, 0.31, 0.32, 0.40, 0.37, 0.36, 0.61, 0.31, 0.31, 0.40, 0.36, 0.31, 0.53, 0.32, -0.21, 0.36, -0.54, -0.53, 0.10, -0.32, -0.54, 1.17, -0.84, -0.70, 0.39, 0.41, 0.40, 0.39]
}